Record 1
42
Properties=species:S:1:pos:R:3:mulliken_charge:R:1 method="wB97M-V/def2-TZVPD" homo_ha=-0.3522 de_lowest_kj_mol=446.29 spin_multiplicity=1
C -1.396 2.558 -1.271 -1.773
C -0.553 1.429 -0.737 0.685
C -1.308 0.909 0.407 -1.507
C -0.140 0.408 -1.884 0.637
N -1.297 -0.352 -2.401 -0.622
C 0.652 -0.574 -1.022 -0.147
O 1.656 -0.229 -0.355 -0.442
H -2.331 2.186 -1.728 0.354
H -1.587 3.329 -0.595 0.480
H -1.010 3.293 -1.948 0.450
H 0.360 1.919 -0.428 -0.235
H -2.307 0.817 0.098 0.569
H -1.158 1.526 1.290 0.301
H -0.812 0.030 0.731 0.408
H 0.328 1.115 -2.670 -0.010
H -1.102 -1.277 -2.685 0.266
H -2.021 -0.392 -1.686 0.278
H 0.431 -1.661 -1.108 0.248
O 3.269 -1.754 1.678 -0.689
H 4.068 -1.511 1.169 0.317
H 2.871 -2.469 1.110 0.310
O -0.272 2.074 -5.071 -0.627
H -0.958 1.508 -4.744 0.341
H 0.103 2.484 -4.265 0.325
O -1.057 -4.227 -0.928 -0.526
H -1.105 -4.258 -0.064 0.270
H -1.154 -5.067 -1.233 0.262
O -1.861 -1.437 3.321 -0.593
H -2.153 -1.272 4.161 0.266
H -0.887 -1.589 3.612 0.317
O 2.761 2.187 0.614 -0.766
H 1.852 1.665 0.395 0.432
H 3.263 1.375 0.901 0.362
O 1.220 -0.721 2.947 -0.591
H 1.109 0.170 2.986 0.365
H 1.898 -0.934 2.279 0.323
O 1.670 1.978 3.369 -0.685
H 1.314 2.893 3.519 0.315
H 2.180 2.106 2.587 0.359
O -3.486 -1.377 -0.289 -0.588
H -3.682 -2.128 -0.728 0.274
H -3.166 -1.734 0.591 0.285

***

Record 2
23
Properties=species:S:1:pos:R:3:mulliken_charge:R:1 method="wB97M-V/def2-TZVPD" homo_ha=-0.2790 de_lowest_kj_mol=106.46 spin_multiplicity=1
C -2.495 2.879 -0.106 -1.056
C -1.681 1.817 -0.143 0.691
N -1.817 0.712 0.687 -0.429
C -0.646 1.638 -1.202 -0.591
C -1.147 0.956 -2.487 -1.044
H -2.267 3.758 -0.692 0.263
H -3.311 3.004 0.593 0.289
H -1.082 0.020 0.604 0.162
H -2.392 0.752 1.519 0.190
H 0.228 1.122 -0.820 0.251
H -0.164 2.595 -1.452 0.375
H -0.531 0.146 -2.867 0.291
H -2.127 0.536 -2.219 0.323
H -1.385 1.659 -3.277 0.309
O 1.212 -1.063 0.749 -0.646
H 1.979 -1.640 0.782 0.296
H 1.033 -0.737 1.625 0.324
O -0.637 -2.456 3.966 -0.618
H -1.186 -3.035 4.488 0.305
H 0.008 -3.073 3.610 0.315
O 5.840 -3.307 -0.939 -0.649
H 6.746 -3.258 -0.564 0.326
H 5.823 -3.024 -1.856 0.323

***

Record 3
9
Properties=species:S:1:pos:R:3:mulliken_charge:R:1 method="wB97M-V/def2-TZVPD" s2=8.773 homo_ha="-0.4538 / -0.5565" charge=+1 de_lowest_kj_mol=0.00 spin_multiplicity=6
O -1.504 -1.415 -1.553 -0.256
C -1.171 -0.459 -0.951 0.663
C -0.835 0.634 -0.283 -0.071
C -1.660 1.772 -0.064 -0.429
H -1.406 2.504 0.703 0.261
H -2.432 2.034 -0.796 0.279
O 2.268 -0.889 0.010 -0.085
C 2.960 -1.667 -0.442 0.070
Cr 0.860 0.433 0.799 0.568

***

Record 4
68
Properties=species:S:1:pos:R:3:mulliken_charge:R:1 method="wB97M-V/def2-TZVPD" homo_ha=-0.3175 de_lowest_kj_mol=0.00 spin_multiplicity=1
H 1.506 0.841 5.729 0.312
N 0.495 0.719 5.851 -0.759
C -0.052 0.954 4.756 -0.204
C 0.661 1.386 3.488 -1.170
C 0.496 0.511 2.227 0.627
P 2.305 0.061 1.765 0.810
O 3.100 -0.398 2.908 -0.775
C -0.224 1.223 1.006 0.994
C -1.550 1.798 1.589 -2.307
C -2.749 2.065 0.685 -0.054
C -4.026 2.159 1.571 -0.681
C -4.916 3.364 1.240 -1.388
S 0.789 2.669 0.464 1.721
C -0.230 4.049 -0.033 -1.221
O 1.604 2.313 -0.651 -0.604
O 1.618 3.168 1.537 -0.753
C -0.373 0.230 -0.185 -0.830
C -0.918 0.800 -1.507 -1.688
O -0.363 0.259 -2.668 -0.305
O 1.017 0.482 -2.716 -0.355
C -1.077 -1.066 0.172 0.778
F -2.391 -0.846 0.524 -0.281
P -1.066 -2.283 -1.298 0.328
C -2.641 -1.996 -2.227 -1.233
C -1.288 -3.974 -0.578 -1.143
O -0.381 -1.800 1.155 -0.587
S -0.261 -1.083 2.596 1.678
O -1.561 -0.950 3.153 -0.654
O 0.598 -1.868 3.365 -0.712
H -1.133 0.884 4.706 0.386
H 1.712 1.438 3.753 0.753
H 0.389 2.416 3.316 0.272
H 2.864 1.136 1.063 0.208
H 2.148 -0.989 0.831 -0.034
H -1.302 2.755 2.042 0.647
H -1.893 1.204 2.422 0.786
H -2.967 1.302 -0.047 -0.050
H -2.716 3.011 0.158 0.255
H -3.754 2.229 2.618 0.352
H -4.557 1.221 1.474 0.405
H -5.944 3.103 1.464 0.398
H -4.675 4.180 1.909 0.326
H -4.817 3.678 0.209 0.381
H 0.453 4.824 -0.338 0.486
H -0.959 3.806 -0.793 0.297
H -0.762 4.427 0.832 0.380
H 0.631 -0.105 -0.426 0.818
H -0.901 1.885 -1.563 0.755
H -1.959 0.521 -1.588 0.164
H 1.391 -0.414 -2.681 0.387
H -2.440 -1.923 -3.286 0.323
H -3.181 -1.124 -1.879 0.361
H -3.287 -2.855 -2.089 0.475
H -1.151 -4.004 0.498 0.322
H -0.589 -4.655 -1.040 0.346
H -2.297 -4.317 -0.772 0.340
C 4.703 -4.112 -4.815 -0.855
N 3.944 -2.895 -4.590 -0.159
C 3.921 -2.111 -3.485 0.792
C 4.783 -2.520 -2.316 -1.253
O 3.221 -1.107 -3.456 -0.737
H 5.358 -3.977 -5.677 0.292
H 4.018 -4.934 -5.024 0.284
H 5.305 -4.366 -3.950 0.330
H 3.346 -2.562 -5.330 0.240
H 4.655 -1.795 -1.518 0.221
H 4.485 -3.502 -1.947 0.381
H 5.834 -2.539 -2.604 0.380

***

Record 5
11
Properties=species:S:1:pos:R:3:mulliken_charge:R:1 method="wB97M-V/def2-TZVPD" homo_ha=-0.3541 de_lowest_kj_mol=104.51 spin_multiplicity=1
C 1.665 -1.424 0.571 0.123
C -1.324 -0.777 -0.629 -0.827
C -1.200 0.233 0.456 0.132
O 2.689 -0.897 0.645 -0.174
O -0.081 0.293 0.944 -0.411
I 2.809 2.336 0.044 -0.088
H -1.968 -0.582 -1.440 0.356
H -1.532 -1.750 -0.227 0.249
H -0.263 -0.756 -0.984 0.195
H -2.050 0.865 0.756 0.373
H 1.256 2.458 -0.136 0.071

***

Record 6
13
Properties=species:S:1:pos:R:3:mulliken_charge:R:1 method="wB97M-V/def2-TZVPD" homo_ha=-0.3101 de_lowest_kj_mol=151.62 spin_multiplicity=1
O -3.374 -1.019 -0.113 -0.478
C -2.943 0.113 -0.041 0.207
N -1.581 0.535 -0.179 -0.118
C -0.506 -0.234 -0.044 0.044
N 0.641 0.348 0.109 -0.480
C 1.772 -0.455 0.052 -0.128
C 2.944 0.211 -0.036 -0.156
F 4.060 -0.486 -0.174 -0.248
H -3.545 1.141 0.265 0.208
H -1.405 1.485 -0.215 0.223
H -0.772 -1.294 0.131 0.285
H 1.735 -1.576 0.310 0.207
H 2.972 1.231 -0.066 0.433

***

Record 7
71
Properties=species:S:1:pos:R:3:mulliken_charge:R:1 method="wB97M-V/def2-TZVPD" homo_ha=-0.2584 charge=-1 spin_multiplicity=1
Ga -0.444 -0.200 0.049 1.950
O -1.457 0.029 3.156 -0.656
S -0.492 1.040 2.826 1.645
O 0.342 1.485 3.899 -0.823
O 0.294 0.689 1.576 -0.571
C -1.359 2.538 2.340 0.269
C -2.305 2.993 3.243 -0.929
C -3.032 4.142 2.983 -0.646
C -2.801 4.854 1.818 -0.680
C -1.845 4.411 0.918 -0.425
C -1.113 3.255 1.172 0.017
S 0.075 2.852 -0.135 1.694
O -0.149 3.878 -1.132 -0.861
O 1.403 2.832 0.395 -0.786
O -0.326 1.536 -0.842 -0.978
H -2.476 2.406 4.136 0.528
H -3.773 4.488 3.692 0.402
H -3.365 5.752 1.600 0.383
H -1.637 4.938 0.000 0.576
C -4.226 -0.496 -2.907 -1.656
C -4.119 -0.534 -1.398 0.905
O -5.362 -0.749 -0.733 -0.694
P -3.362 0.995 -0.664 0.549
O -4.583 1.857 -0.133 -0.559
O -2.748 1.898 -1.783 -0.705
O -2.390 0.721 0.453 -0.019
P -2.912 -1.744 -0.783 -0.161
O -3.131 -3.172 -1.430 -0.702
O -3.251 -1.767 0.662 -0.677
O -1.575 -1.184 -1.273 -0.028
H -4.881 0.310 -3.235 0.421
H -4.601 -1.454 -3.268 0.385
H -3.224 -0.334 -3.301 0.323
H -5.142 -1.231 0.084 0.371
H -5.215 1.321 0.366 0.374
H -1.760 1.912 -1.661 0.556
H -2.906 -3.786 -0.687 0.400
F 0.812 -4.404 0.925 -0.259
C 1.597 -3.682 1.737 0.585
F 1.837 -4.370 2.841 -0.239
F 2.795 -3.636 1.077 -0.230
S 0.995 -1.865 1.891 1.036
O 1.876 -1.310 0.890 -0.488
O 1.196 -1.472 3.236 -0.642
N -0.464 -1.957 1.185 -0.210
S -1.449 -2.979 2.071 1.591
O -1.919 -4.080 1.244 -0.815
O -0.517 -3.483 3.059 -0.847
C -2.841 -2.603 3.347 0.543
F -3.760 -1.658 3.230 -0.155
F -3.516 -3.775 3.339 -0.224
F -2.292 -2.493 4.546 -0.200
C 4.747 -0.975 -4.268 -1.425
C 4.396 -2.333 -3.665 0.817
C 4.858 -2.418 -2.210 -1.475
C 2.900 -2.641 -3.817 -1.250
N 2.039 -1.760 -3.058 1.058
C 1.832 -1.663 -1.742 -1.026
N 0.921 -0.734 -1.556 0.738
N 0.561 -0.282 -2.769 -0.123
N 1.222 -0.884 -3.671 -1.077
H 5.824 -0.816 -4.215 0.427
H 4.259 -0.167 -3.722 0.259
H 4.444 -0.919 -5.314 0.381
H 4.914 -3.110 -4.237 0.321
H 4.493 -1.570 -1.630 0.327
H 5.946 -2.403 -2.167 0.446
H 4.512 -3.337 -1.734 0.357
H 2.705 -3.667 -3.501 0.392
H 2.604 -2.525 -4.859 0.404
H 2.317 -2.196 -0.946 0.810

***

Record 8
12
Properties=species:S:1:pos:R:3:mulliken_charge:R:1 method="wB97M-V/def2-TZVPD" homo_ha=-0.0785 charge=-1 de_lowest_kj_mol=177.11 spin_multiplicity=1
C -0.896 1.848 -0.293 -0.577
O -0.858 0.722 -1.078 -0.489
H -1.868 2.327 -0.471 0.219
H -0.766 1.597 0.774 0.200
H -0.173 2.692 -0.371 0.215
N 0.824 -1.646 1.417 -0.589
C 1.162 -0.916 0.240 -0.379
N 0.993 -1.669 -0.827 -0.872
H 0.088 -1.166 1.901 0.259
H 0.661 -2.627 1.171 0.338
H -0.322 -0.063 -0.808 0.353
H 1.156 -1.099 -1.655 0.320

***

no.,E (eV)
1,-25538.0709
2,-12023.1148
3,-36685.4772
4,-82564.4110
5,-15386.1715
6,-11972.4714
7,-188761.0340
8,-7213.5444